Entry 1:
{
  "formula": "C32H43N7O12P3S3Ti",
  "method": "ωB97M-V with the def2-TZVPD basis set",
  "relative_energy_kj_mol": 216.8,
  "multiplicity": 1,
  "e_homo_ev": -9.3877,
  "homo_lumo_gap_ev": 5.60,
  "e_tot_ev": -152375.8225,
  "total_charge": 1,
  "lumo_energy_ev": -3.8,
  "symbols": ["Ti", "C", "N", "C", "C", "N", "C", "S", "C", "C", "C", "C", "C", "N", "H", "H", "H", "H", "H", "H", "H", "H", "H", "C", "C", "C", "C", "C", "C", "C", "S", "O", "O", "N", "C", "C", "C", "C", "C", "N", "H", "H", "H", "H", "H", "H", "H", "H", "H", "H", "H", "N", "C", "C", "P", "O", "O", "O", "P", "O", "O", "O", "H", "H", "H", "H", "H", "H", "H", "H", "N", "C", "C", "C", "C", "C", "C", "S", "O", "O", "O", "H", "H", "H", "H", "H", "H", "C", "P", "C", "C", "O", "H", "H", "H", "H", "H", "H", "H", "H", "H"],
  "positions_angstrom": [[-0.344, 0.638, -0.015], [4.047, 3.614, -0.675], [3.692, 3.117, 0.643], [4.545, 2.947, 1.711], [3.808, 2.526, 2.755], [2.497, 2.440, 2.318], [2.433, 2.795, 1.007], [1.079, 2.912, 0.005], [1.397, 2.104, 3.153], [1.238, 2.788, 4.349], [0.181, 2.432, 5.165], [-0.658, 1.407, 4.755], [-0.413, 0.797, 3.539], [0.599, 1.139, 2.735], [5.122, 3.525, -0.811], [3.755, 4.659, -0.772], [3.526, 3.033, -1.429], [5.599, 3.150, 1.641], [4.093, 2.255, 3.756], [1.914, 3.590, 4.613], [0.011, 2.952, 6.097], [-1.491, 1.083, 5.365], [-1.048, -0.004, 3.181], [5.378, -4.448, -3.697], [4.560, -3.338, -3.103], [3.870, -3.513, -1.905], [3.099, -2.496, -1.369], [3.020, -1.282, -2.033], [3.727, -1.073, -3.211], [4.489, -2.098, -3.740], [1.959, 0.013, -1.455], [2.015, 0.125, 0.011], [2.324, 1.192, -2.187], [0.443, -0.470, -1.628], [-0.078, -0.714, -2.909], [0.527, -0.301, -4.103], [-0.033, -0.690, -5.305], [-1.182, -1.468, -5.313], [-1.741, -1.789, -4.093], [-1.206, -1.428, -2.927], [5.300, -5.359, -3.107], [6.429, -4.161, -3.745], [5.048, -4.662, -4.714], [3.945, -4.459, -1.384], [2.578, -2.633, -0.433], [3.683, -0.103, -3.686], [5.035, -1.937, -4.660], [1.392, 0.341, -4.074], [0.417, -0.373, -6.236], [-1.627, -1.807, -6.237], [-2.660, -2.360, -4.025], [-1.589, 5.183, -0.376], [-2.354, 3.879, -0.347], [-3.847, 4.134, -0.512], [-1.688, 2.942, -1.855], [-2.997, 2.278, -2.502], [-1.080, 3.999, -2.690], [-0.847, 1.739, -1.454], [-1.901, 3.117, 1.306], [-3.244, 3.109, 2.159], [-0.949, 4.055, 1.929], [-1.530, 1.651, 1.046], [-2.191, 5.993, -0.252], [-1.109, 5.221, -1.302], [-0.914, 5.136, 0.420], [-4.051, 4.625, -1.465], [-4.228, 4.754, 0.300], [-4.393, 3.193, -0.502], [-3.256, 2.698, -3.336], [-3.793, 2.313, 2.135], [-2.339, -0.249, -0.580], [-3.072, -1.125, 0.299], [-3.644, -0.643, 1.473], [-4.355, -1.495, 2.303], [-4.502, -2.832, 1.960], [-3.957, -3.313, 0.780], [-3.247, -2.459, -0.055], [-5.063, -3.987, 3.247], [-5.669, -5.099, 2.556], [-5.924, -3.208, 4.106], [-3.752, -4.288, 3.836], [-2.903, 0.548, -0.845], [-2.090, -0.768, -1.440], [-3.519, 0.399, 1.729], [-4.818, -1.161, 3.223], [-4.119, -4.355, 0.528], [-2.849, -2.808, -1.002], [1.937, -2.108, 2.124], [0.242, -2.246, 1.497], [0.118, -3.400, 0.110], [-0.725, -2.893, 2.846], [-0.280, -0.867, 1.042], [2.408, -3.090, 2.162], [1.875, -1.708, 3.136], [2.510, -1.422, 1.508], [0.900, -4.157, 0.124], [0.144, -2.833, -0.818], [-0.847, -3.898, 0.204], [-0.540, -3.964, 2.953], [-1.797, -2.789, 2.687], [-0.456, -2.407, 3.784]],
  "atomic_forces_ev_per_a": [[1.0, 0.0, 0.7], [0.1, 0.2, -0.2], [-0.3, -0.2, 0.1], [0.1, 0.1, 0.0], [0.0, 0.0, 0.1], [0.2, 0.0, -0.4], [0.2, 0.1, 0.5], [-0.1, -0.1, -0.2], [-0.3, -0.1, 0.2], [0.1, 0.0, 0.0], [0.0, 0.0, 0.0], [-0.1, -0.1, 0.0], [0.1, 0.0, 0.0], [0.2, 0.1, 0.1], [0.0, 0.0, 0.1], [0.0, 0.0, 0.0], [0.0, -0.1, 0.0], [0.0, 0.0, 0.0], [0.0, 0.0, 0.0], [0.0, 0.0, 0.0], [0.0, 0.0, 0.0], [0.0, 0.0, 0.0], [-0.1, 0.1, 0.0], [0.0, 0.0, 0.0], [0.0, 0.1, 0.0], [0.0, 0.0, 0.0], [0.0, 0.0, 0.1], [-0.2, 0.2, 0.1], [0.0, 0.1, 0.0], [0.0, -0.1, 0.1], [0.8, -0.4, -0.6], [-0.3, -0.1, 0.0], [0.1, -0.2, -0.2], [0.2, 0.2, -0.2], [-0.1, -0.2, -0.8], [0.0, 0.1, 0.3], [-0.1, 0.0, 0.0], [0.1, 0.0, 0.0], [-0.1, 0.0, 0.1], [0.2, 0.1, 0.3], [0.0, 0.0, 0.0], [0.0, 0.0, 0.0], [0.0, 0.0, 0.0], [0.0, 0.0, 0.0], [0.0, 0.0, -0.1], [0.0, -0.1, -0.1], [0.0, 0.0, 0.0], [0.0, 0.0, -0.1], [0.0, 0.0, 0.0], [-0.1, 0.0, 0.0], [0.0, 0.0, 0.0], [0.3, -0.1, 0.0], [0.3, -0.6, 0.0], [0.0, 0.1, 0.0], [-0.4, 0.5, -0.4], [0.2, 0.1, 0.0], [0.0, -0.1, 0.0], [-0.8, 0.8, -1.0], [-0.4, 0.5, 0.3], [0.0, -0.2, -0.1], [-0.1, 0.0, 0.1], [-0.8, 0.5, 0.5], [-0.1, 0.0, 0.0], [0.0, 0.1, 0.1], [-0.1, 0.1, -0.1], [0.0, 0.0, 0.0], [0.0, 0.0, 0.0], [0.0, 0.0, 0.0], [0.0, -0.1, 0.2], [0.1, 0.1, 0.0], [0.5, -0.2, -0.1], [-0.2, -0.1, 0.2], [0.0, 0.0, -0.1], [-0.1, 0.0, -0.1], [0.2, -0.3, 0.5], [-0.1, 0.1, -0.1], [0.0, 0.1, -0.1], [0.7, 0.0, 0.2], [-0.1, 0.0, -0.2], [-0.1, 0.2, -0.1], [-0.1, 0.1, -0.2], [-0.1, 0.0, -0.1], [-0.2, 0.1, 0.0], [0.0, 0.0, 0.0], [0.1, 0.1, 0.0], [0.1, 0.0, 0.0], [0.0, 0.0, 0.0], [-0.4, 0.1, -0.1], [0.1, -0.6, 0.1], [-0.1, 0.2, 0.3], [-0.1, 0.0, 0.1], [-0.2, -0.9, 0.7], [-0.1, 0.0, 0.0], [0.0, 0.0, 0.0], [0.1, 0.0, 0.0], [0.0, 0.0, 0.1], [0.0, 0.0, -0.1], [0.0, 0.0, -0.1], [0.1, 0.0, 0.0], [-0.2, 0.0, -0.1], [0.0, 0.0, 0.0]],
  "lowdin_charge": [1.005, -0.004, -0.091, -0.014, -0.009, 0.023, -0.595, 0.866, -0.266, 0.018, -0.023, -0.019, -0.124, 0.128, 0.102, 0.104, 0.062, 0.134, 0.136, 0.127, 0.122, 0.121, 0.098, -0.035, -0.248, -0.014, -0.047, -0.259, -0.046, -0.013, 0.611, -0.390, -0.312, -0.204, -0.355, -0.001, -0.038, -0.051, -0.110, 0.087, 0.080, 0.092, 0.091, 0.120, 0.073, 0.113, 0.126, 0.094, 0.118, 0.110, 0.118, 0.161, -0.449, -0.072, 0.397, -0.110, -0.256, -0.462, 0.382, -0.088, -0.291, -0.418, 0.167, 0.124, 0.111, 0.097, 0.095, 0.091, 0.112, 0.083, 0.054, -0.287, -0.033, -0.043, -0.248, -0.043, -0.038, 0.406, -0.336, -0.343, -0.368, 0.091, 0.062, 0.075, 0.118, 0.123, 0.107, -0.139, 0.738, -0.126, -0.128, -0.458, 0.073, 0.061, 0.030, 0.067, 0.037, 0.059, 0.089, 0.049, 0.069]
}

=====

Entry 2:
{
  "formula": "C6H11NO",
  "method": "ωB97M-V with the def2-TZVPD basis set",
  "s2": 0.7503,
  "relative_energy_kj_mol": 104.5,
  "multiplicity": 2,
  "e_homo_ev": [1.1614, -5.9079],
  "homo_lumo_gap_ev": [2.45, 9.45],
  "e_tot_ev": -9935.8122,
  "total_charge": -1,
  "lumo_energy_ev": [3.6, 3.5],
  "symbols": ["C", "C", "C", "C", "C", "N", "C", "O", "H", "H", "H", "H", "H", "H", "H", "H", "H", "H", "H"],
  "positions_angstrom": [[-0.562, -0.746, 0.185], [0.144, -0.336, -1.092], [1.451, -1.071, -1.377], [1.982, -1.002, -2.583], [0.185, -0.100, 1.282], [-0.372, 1.065, 1.860], [-1.743, 1.510, 1.755], [1.296, -0.482, 1.669], [-1.560, -0.269, 0.017], [-0.661, -1.827, 0.230], [-0.547, -0.403, -1.976], [0.355, 0.792, -1.007], [1.927, -1.500, -0.432], [1.472, -0.519, -3.380], [2.932, -1.372, -2.863], [0.191, 1.498, 2.549], [-2.341, 0.855, 1.052], [-1.817, 2.528, 1.436], [-2.332, 1.379, 2.674]],
  "atomic_forces_ev_per_a": [[-1.4, 0.7, -1.4], [0.5, 1.0, -1.2], [-0.2, 0.5, 1.6], [0.1, -0.3, 0.3], [0.2, 1.7, 2.6], [-0.1, -2.3, -1.6], [-1.2, -1.6, -0.3], [-0.7, 0.1, -0.5], [0.7, -0.8, 0.7], [0.1, 0.0, 0.4], [0.6, -0.1, 0.7], [-0.2, -1.5, -0.1], [-0.4, 0.5, -1.7], [-0.6, 0.5, -0.5], [0.9, -0.6, 0.0], [0.6, 0.2, 0.5], [0.7, 1.0, 0.5], [0.0, 0.7, -0.3], [0.4, 0.2, 0.2]],
  "lowdin_charge": [-0.208, -0.274, -0.180, -0.045, -0.515, 0.014, -0.459, -0.014, 0.061, 0.111, 0.094, 0.127, 0.118, 0.036, 0.024, 0.091, 0.018, -0.006, 0.008]
}

=====

Entry 3:
{
  "formula": "C2H6N4S",
  "method": "ωB97M-V with the def2-TZVPD basis set",
  "relative_energy_kj_mol": 6.4,
  "multiplicity": 1,
  "e_homo_ev": -9.3284,
  "homo_lumo_gap_ev": 9.94,
  "e_tot_ev": -18966.9787,
  "total_charge": 0,
  "lumo_energy_ev": 0.6,
  "symbols": ["H", "N", "C", "N", "S", "C", "N", "N", "H", "H", "H", "H", "H"],
  "positions_angstrom": [[-1.783, 0.538, 0.218], [-1.401, 1.091, 0.997], [-0.163, 1.246, 0.904], [0.550, 2.098, 1.744], [0.996, 0.555, -0.354], [0.091, -0.839, -0.988], [0.898, -1.814, -1.525], [-1.192, -0.776, -1.067], [-1.591, -1.626, -1.482], [1.395, 1.678, 2.115], [-0.058, 2.450, 2.472], [0.460, -2.642, -1.944], [1.799, -1.960, -1.089]],
  "atomic_forces_ev_per_a": [[0.2, 0.1, 0.3], [-0.1, 0.0, -0.3], [0.0, -0.1, -0.1], [0.3, -0.4, 0.0], [-0.1, 0.0, 0.4], [-1.5, 0.1, -0.5], [0.2, -0.4, 0.1], [0.9, -0.5, -0.2], [0.2, 0.2, 0.2], [-0.1, 0.2, -0.1], [0.0, 0.0, 0.0], [0.3, 0.7, 0.4], [-0.2, 0.0, -0.2]],
  "lowdin_charge": [0.010, 0.094, -0.777, 0.026, 0.961, -0.806, 0.049, 0.040, 0.060, 0.069, 0.088, 0.108, 0.077]
}

=====

Entry 4:
{
  "formula": "C3H4OS",
  "method": "ωB97M-V with the def2-TZVPD basis set",
  "relative_energy_kj_mol": 422.8,
  "multiplicity": 1,
  "e_homo_ev": -9.3716,
  "homo_lumo_gap_ev": 9.17,
  "e_tot_ev": -16053.7280,
  "total_charge": 0,
  "lumo_energy_ev": -0.2,
  "symbols": ["C", "C", "C", "S", "O", "H", "H", "H", "H"],
  "positions_angstrom": [[-0.369, 0.723, 1.862], [-0.407, 0.415, 0.462], [-0.253, 0.204, -0.706], [-0.161, -0.331, -2.823], [1.240, -1.360, -2.814], [-1.378, 1.220, 1.975], [0.478, 1.542, 2.208], [-0.135, -0.184, 2.520], [0.984, -2.231, -2.684]],
  "atomic_forces_ev_per_a": [[0.9, 1.7, 2.0], [1.4, -0.2, -0.2], [-0.1, -1.4, -5.1], [1.8, -0.6, 4.4], [-0.9, 4.4, -0.6], [1.0, -0.7, 1.1], [-2.1, -1.9, -1.3], [-0.9, 1.2, -0.9], [-1.2, -2.6, 0.5]],
  "lowdin_charge": [-0.156, -0.293, -0.160, 0.796, -0.470, 0.084, 0.133, 0.093, -0.026]
}